One molecule with the formula C4H9NO at a distorted geometry, computed with ωB97M-V with the def2-TZVPD basis set.

Values from the calculation:
LUMO: 1.01 eV
strongest force on any atom: 0.1064 Eh/bohr
total charge: 0
total energy: -287.64131 Ha
molar mass: 87.1 g mol⁻¹
HOMO level: -9.9 eV

XYZ file:
```
15
Properties=species:S:1:pos:R:3:forces:R:3:lowdin_charge:R:1
C 1.827 -0.217 -0.312 1.07 -2.80 -0.70 -0.09
C -0.288 0.972 -0.205 -0.72 3.99 -3.11 -0.21
C -1.466 0.195 0.312 -1.87 0.59 -1.01 -0.38
C -0.353 -0.697 0.618 -0.61 -4.23 1.83 -0.27
H 2.479 0.056 -1.151 -0.81 1.44 0.06 0.07
H 2.469 -1.179 -0.179 -2.08 0.47 0.22 0.10
H 1.955 0.274 0.655 0.18 0.59 -0.47 0.06
H -0.044 1.522 0.872 0.81 -1.08 -3.06 0.17
H -0.339 1.719 -1.154 -0.05 -1.19 2.48 0.16
H -1.908 0.756 1.142 -0.96 -0.75 -0.38 0.14
H -1.707 -0.513 -1.569 -2.96 0.06 4.11 0.21
H 0.091 -0.336 1.568 0.50 -0.60 -0.52 0.12
H -0.666 -1.743 0.677 0.36 -0.16 0.31 0.13
N 0.323 -0.347 -0.636 3.70 2.40 3.24 -0.10
O -2.372 -0.462 -0.638 3.45 1.27 -2.98 -0.11
```
Forces are in eV/Å.

=====

One molecule with the formula C4H9NO at a distorted geometry, computed with ωB97M-V with the def2-TZVPD basis set.

Values from the calculation:
LUMO: 1.02 eV
strongest force on any atom: 0.0356 Eh/bohr
total charge: 0
total energy: -287.77055 Ha
molar mass: 87.1 g mol⁻¹
SMILES: CN[C@H](C)C=O
HOMO level: -9.2 eV

XYZ file:
```
15
Properties=species:S:1:pos:R:3:forces:R:3:lowdin_charge:R:1
C 1.051 -1.522 0.152 1.76 -0.51 0.04 -0.16
N -0.119 -0.939 -0.431 0.04 0.28 -0.09 -0.09
C -0.139 0.532 -0.321 -0.69 -1.00 0.13 -0.38
C -0.144 0.988 1.137 0.98 -1.00 -0.76 -0.06
C -1.426 0.952 -1.026 0.20 0.39 0.47 -0.23
O -1.733 0.536 -2.102 -0.16 -0.17 -0.55 0.07
H 1.159 -1.432 1.223 -0.52 0.24 0.39 0.06
H 2.021 -1.135 -0.236 -0.35 0.15 -0.09 0.09
H 1.106 -2.591 -0.027 -0.34 -0.20 -0.21 0.08
H -0.072 -1.167 -1.422 -0.47 0.10 0.11 0.11
H 0.695 0.940 -0.900 0.23 0.42 0.15 0.14
H -0.094 2.061 1.116 -0.34 0.53 0.58 0.08
H 0.736 0.589 1.644 0.19 0.39 -0.11 0.06
H -0.955 0.521 1.679 -0.62 0.44 -0.02 0.09
H -2.086 1.667 -0.485 0.10 -0.05 -0.02 0.13
```
Forces are in eV/Å.

=====

C4H9NO as an isolated structure at a distorted geometry, computed with ωB97M-V with the def2-TZVPD basis set.

Values from the calculation:
LUMO: -0.42 eV
strongest force on any atom: 0.1320 Eh/bohr
total charge: 0
total energy: -287.59760 Ha
molar mass: 87.1 g mol⁻¹
HOMO level: -7.4 eV

XYZ file:
```
15
Properties=species:S:1:pos:R:3:forces:R:3:lowdin_charge:R:1
C 0.088 -1.678 0.836 0.52 1.05 1.12 0.02
C 0.564 -0.554 1.637 -5.14 1.53 4.16 -0.13
C -0.112 0.758 1.437 2.27 -2.51 -2.03 -0.09
C 0.340 1.309 0.192 2.14 2.52 -0.69 -0.56
N 0.074 2.703 -0.086 -0.45 -0.57 1.26 0.08
O 1.233 0.773 -0.536 -1.89 -0.01 0.61 -0.09
H 0.216 -2.727 1.081 1.03 0.30 -0.08 0.09
H -0.679 -1.480 0.072 0.57 0.28 0.58 0.12
H 1.044 -0.978 0.526 1.48 -0.54 -2.16 0.13
H 1.076 -0.509 2.711 -0.62 -1.47 -2.51 0.17
H -2.072 -2.831 -4.864 0.71 0.83 -1.05 0.00
H -1.701 -2.399 -5.410 -0.71 -0.83 1.05 0.00
H -0.593 1.201 2.276 0.34 0.78 0.39 0.07
H -0.270 3.202 0.766 0.55 -0.45 -1.41 0.09
H 0.792 3.211 -0.638 -0.78 -0.92 0.76 0.10
```
Forces are in eV/Å.

=====

One molecule with the formula C4H9NO, computed with ωB97M-V with the def2-TZVPD basis set.

Values from the calculation:
LUMO: 1.17 eV
strongest force on any atom: 0.0156 Eh/bohr
total charge: 0
total energy: -287.72996 Ha
molar mass: 87.1 g mol⁻¹
HOMO level: -8.4 eV

XYZ file:
```
15
Properties=species:S:1:pos:R:3:forces:R:3:lowdin_charge:R:1
C -1.779 0.177 1.592 -0.08 -0.02 0.08 -0.12
C -0.984 0.525 0.339 -0.06 -0.02 -0.10 -0.26
C 0.038 -0.563 0.054 -0.38 -0.31 0.31 -0.25
C 1.370 0.429 -1.338 0.64 -0.06 -0.30 -0.19
O 0.483 -0.604 -1.319 0.43 0.45 0.51 -0.14
N 2.498 0.001 -1.873 0.01 0.36 -0.18 0.09
H -2.539 0.933 1.805 0.09 -0.08 0.00 0.07
H -1.130 0.098 2.473 -0.08 0.03 -0.14 0.07
H -2.285 -0.787 1.466 0.02 0.14 0.06 0.07
H -1.643 0.601 -0.532 -0.03 -0.01 0.11 0.11
H -0.484 1.495 0.443 -0.07 -0.24 -0.06 0.10
H 0.907 -0.444 0.722 -0.28 -0.16 -0.19 0.12
H -0.359 -1.563 0.215 -0.24 -0.01 0.13 0.12
H 2.634 -0.930 -2.258 -0.05 -0.01 0.13 0.11
H 3.277 0.632 -1.813 0.08 -0.05 -0.38 0.09
```
Forces are in eV/Å.

=====

One molecule with the formula C4H9NO at a distorted geometry, computed with ωB97M-V with the def2-TZVPD basis set.

Values from the calculation:
LUMO: 1.02 eV
strongest force on any atom: 0.0372 Eh/bohr
total charge: 0
total energy: -287.73631 Ha
molar mass: 87.1 g mol⁻¹
SMILES: CN1CC(O)C1
HOMO level: -9.0 eV

XYZ file:
```
15
Properties=species:S:1:pos:R:3:forces:R:3:lowdin_charge:R:1
C -1.862 -0.003 0.253 -0.15 0.27 0.38 -0.11
N -0.693 -0.313 -0.513 -0.23 -0.02 -0.26 -0.22
C 0.380 -1.153 0.044 0.04 -0.14 0.05 -0.11
C 1.399 -0.090 -0.451 -0.18 0.06 -0.09 -0.33
O 2.428 0.320 0.398 0.04 0.11 0.31 -0.03
C 0.168 0.847 -0.536 0.04 0.55 0.28 -0.15
H -2.337 -0.921 0.622 0.06 0.43 0.25 0.09
H -1.515 0.756 1.040 -1.09 -1.25 -0.12 0.08
H -2.577 0.531 -0.386 0.02 -0.13 0.15 0.08
H 0.405 -2.157 -0.393 0.13 0.15 0.13 0.11
H 0.407 -1.234 1.145 -0.16 0.14 -0.14 0.12
H 1.873 -0.386 -1.397 -0.37 0.32 0.16 0.15
H 1.998 0.852 1.078 0.31 -0.07 0.11 0.09
H -0.090 1.401 0.460 1.35 -0.31 -1.32 0.12
H 0.018 1.549 -1.365 0.20 -0.12 0.11 0.12
```
Forces are in eV/Å.

=====

A 2-piece molecular cluster, C4H9NO overall, computed with ωB97M-V with the def2-TZVPD basis set.

Values from the calculation:
LUMO: 1.03 eV
strongest force on any atom: 0.0117 Eh/bohr
total charge: 0
total energy: -287.73653 Ha
molar mass: 87.1 g mol⁻¹
SMILES: C=CN.C=CO
HOMO level: -8.2 eV

XYZ file:
```
15
Properties=species:S:1:pos:R:3:forces:R:3:lowdin_charge:R:1
C 1.933 -1.156 -0.255 0.12 -0.40 0.04 -0.04
C 2.340 0.105 -0.098 -0.01 -0.05 0.52 -0.31
N 1.518 1.202 -0.098 0.21 -0.43 -0.33 0.05
H 0.893 -1.466 -0.277 -0.06 0.25 -0.31 0.04
H 2.652 -1.958 -0.331 0.07 0.06 0.15 0.03
H 3.382 0.304 0.128 0.05 0.09 -0.31 0.10
H 0.565 1.029 -0.354 -0.21 0.55 0.13 0.06
H 1.795 2.082 0.284 -0.08 0.03 0.01 0.09
C -2.651 -0.065 -0.684 0.26 -0.14 0.14 0.02
C -2.306 -0.034 0.591 -0.26 0.01 0.05 -0.28
O -1.190 0.625 1.070 0.25 -0.33 -0.22 -0.06
H -3.595 -0.508 -0.964 0.06 -0.10 -0.10 0.05
H -1.976 0.297 -1.450 -0.18 0.21 -0.05 0.06
H -2.931 -0.482 1.358 -0.03 0.13 0.05 0.10
H -0.429 0.025 1.080 -0.17 0.10 0.23 0.07
```
Forces are in eV/Å.

=====

A 2-piece molecular cluster, C4H9NO overall at a distorted geometry, computed with ωB97M-V with the def2-TZVPD basis set.

Values from the calculation:
LUMO: 0.62 eV
strongest force on any atom: 0.0201 Eh/bohr
total charge: 0
total energy: -287.75610 Ha
molar mass: 87.1 g mol⁻¹
SMILES: C=C/C=C/N.O
HOMO level: -7.5 eV

XYZ file:
```
15
Properties=species:S:1:pos:R:3:forces:R:3:lowdin_charge:R:1
C 2.794 1.551 -0.847 -0.48 0.54 -0.17 -0.03
C 2.067 0.864 0.037 0.15 -0.03 0.89 -0.23
C 0.944 -0.058 -0.059 0.11 0.24 0.02 -0.14
C 0.213 -0.541 0.966 -0.08 -0.68 -0.77 -0.19
N -0.836 -1.418 0.714 0.64 0.23 -0.07 0.04
H 3.457 2.313 -0.451 0.28 -0.29 -0.05 0.04
H 2.654 1.611 -1.920 -0.18 -0.42 0.01 0.04
H 2.381 1.055 1.063 -0.20 -0.06 0.09 0.09
H 0.598 -0.374 -1.040 0.12 0.15 -0.12 0.10
H 0.364 -0.443 2.034 0.52 0.54 -0.07 0.12
H -1.521 -1.449 1.433 -0.60 -0.08 0.23 0.07
H -1.222 -1.331 -0.210 -0.30 -0.11 0.04 0.06
O -3.749 -0.726 -0.246 -0.25 0.10 -0.47 -0.05
H -4.268 -1.221 -0.891 0.04 -0.37 0.17 0.04
H -3.877 0.168 -0.581 0.22 0.24 0.28 0.04
```
Forces are in eV/Å.

=====

One molecule with the formula C4H9NO at a distorted geometry, computed with ωB97M-V with the def2-TZVPD basis set.

Values from the calculation:
LUMO: 1.06 eV
strongest force on any atom: 0.0624 Eh/bohr
total charge: 0
total energy: -287.71072 Ha
molar mass: 87.1 g mol⁻¹
SMILES: CN1CC(O)C1
HOMO level: -9.0 eV

XYZ file:
```
15
Properties=species:S:1:pos:R:3:forces:R:3:lowdin_charge:R:1
C -1.855 0.005 0.220 0.15 0.96 1.05 -0.12
N -0.670 -0.298 -0.495 -0.25 -0.25 -0.65 -0.25
C 0.385 -1.159 0.054 -0.03 -0.12 0.04 -0.11
C 1.419 -0.104 -0.437 -0.20 0.14 0.07 -0.33
O 2.429 0.310 0.431 0.06 0.11 0.35 -0.03
C 0.188 0.840 -0.528 -0.26 0.99 1.12 -0.16
H -2.338 -0.923 0.574 0.11 0.71 0.30 0.09
H -1.442 0.846 1.021 -1.85 -2.16 -0.61 0.10
H -2.549 0.567 -0.420 0.05 -0.22 0.17 0.08
H 0.387 -2.159 -0.394 0.18 0.16 0.14 0.11
H 0.406 -1.244 1.153 -0.14 0.13 -0.13 0.12
H 1.919 -0.417 -1.368 -0.46 0.42 0.17 0.15
H 1.982 0.849 1.096 0.31 -0.09 0.08 0.09
H -0.180 1.403 0.558 2.17 -0.57 -2.29 0.14
H 0.045 1.574 -1.334 0.16 -0.19 0.18 0.11
```
Forces are in eV/Å.

=====

One molecule with the formula C4H9NO at a distorted geometry, computed with ωB97M-V with the def2-TZVPD basis set.

Values from the calculation:
LUMO: 0.77 eV
strongest force on any atom: 0.0906 Eh/bohr
total charge: 0
total energy: -287.68757 Ha
molar mass: 87.1 g mol⁻¹
SMILES: CC(C)/C=N/O
HOMO level: -9.5 eV

XYZ file:
```
15
Properties=species:S:1:pos:R:3:forces:R:3:lowdin_charge:R:1
C -1.746 -1.240 -0.019 -0.77 -1.65 0.71 -0.11
C -0.916 0.027 -0.354 -0.08 -0.19 0.07 -0.44
C -1.555 1.341 0.198 -1.00 0.13 -1.62 -0.09
C 0.455 -0.182 0.282 -0.60 1.76 -2.40 -0.16
N 1.440 0.212 -0.433 -1.11 -1.33 0.79 -0.05
O 2.673 -0.036 0.036 1.62 -2.43 3.63 -0.12
H -2.842 -1.231 -0.232 0.77 0.57 -0.36 0.07
H -1.423 -2.328 -0.429 -0.11 2.82 0.94 0.12
H -1.760 -1.236 1.104 0.17 -0.65 -0.74 0.07
H -0.835 0.161 -1.437 0.44 -0.20 0.20 0.12
H -2.447 1.598 -0.548 1.65 -0.37 1.92 0.11
H -0.821 2.221 0.168 -1.06 -1.40 0.21 0.09
H -1.930 1.103 1.214 0.06 0.71 -0.45 0.07
H 0.481 -0.418 1.329 0.48 -0.68 0.52 0.12
H 2.690 -0.742 0.929 -0.47 2.90 -3.42 0.20
```
Forces are in eV/Å.

=====

One molecule with the formula C4H9NO, computed with ωB97M-V with the def2-TZVPD basis set.

Values from the calculation:
LUMO: 0.89 eV
strongest force on any atom: 0.0145 Eh/bohr
total charge: 0
total energy: -287.78586 Ha
molar mass: 87.1 g mol⁻¹
SMILES: CCCNC=O
HOMO level: -9.8 eV

XYZ file:
```
15
Properties=species:S:1:pos:R:3:forces:R:3:lowdin_charge:R:1
C 1.494 0.753 0.219 -0.01 0.11 0.03 -0.11
C 0.503 0.191 -0.801 -0.05 0.20 -0.15 -0.26
C -0.980 0.501 -0.459 0.17 0.18 -0.33 -0.20
N -1.505 -0.303 0.662 0.41 -0.09 0.09 0.01
C -0.921 -1.560 0.575 -0.01 -0.41 -0.01 -0.38
O -1.068 -2.302 -0.366 -0.03 0.13 0.50 0.05
H 2.525 0.676 -0.142 -0.19 0.02 0.03 0.07
H 1.280 1.809 0.414 0.11 -0.05 0.03 0.07
H 1.462 0.224 1.182 -0.11 0.08 -0.21 0.07
H 0.712 -0.880 -0.926 -0.36 0.33 -0.06 0.09
H 0.676 0.614 -1.791 0.17 0.22 0.04 0.11
H -1.627 0.338 -1.324 0.19 0.01 0.04 0.11
H -1.059 1.555 -0.170 -0.05 -0.15 -0.13 0.12
H -1.324 0.124 1.563 0.15 -0.02 -0.17 0.11
H -0.168 -1.741 1.365 -0.40 -0.55 0.30 0.13
```
Forces are in eV/Å.

=====

A 2-piece molecular cluster, C4H9NO overall at a distorted geometry, computed with ωB97M-V with the def2-TZVPD basis set.

Values from the calculation:
LUMO: 1.08 eV
strongest force on any atom: 0.1140 Eh/bohr
total charge: 0
total energy: -287.67997 Ha
molar mass: 87.1 g mol⁻¹
SMILES: C=CN.CC=O
HOMO level: -8.1 eV

XYZ file:
```
15
Properties=species:S:1:pos:R:3:forces:R:3:lowdin_charge:R:1
C -1.538 -0.701 0.054 2.61 -2.64 0.80 -0.08
C -0.531 -1.517 0.649 -1.34 3.34 -2.40 -0.22
N 0.772 -1.576 0.053 -1.05 -1.55 1.27 0.03
H -1.490 -0.387 -0.984 0.44 -0.12 0.08 0.04
H -2.275 -0.161 0.595 -0.90 -0.51 0.76 0.03
H -0.697 -1.858 1.698 0.72 0.14 -1.02 0.11
H 1.052 -1.143 -0.852 -0.80 -0.96 1.35 0.08
H 1.384 -2.312 0.433 -0.46 0.80 -0.70 0.09
C 0.154 1.756 0.274 -1.72 -0.94 -0.55 -0.07
C 0.909 1.015 -0.763 -0.17 0.65 -5.82 -0.41
O 2.104 0.772 -0.886 -1.59 0.62 1.46 -0.01
H -0.706 2.555 -0.019 2.86 -1.59 0.47 0.16
H 1.019 1.869 0.870 0.18 1.74 1.88 0.07
H -0.453 0.907 0.684 0.53 0.89 0.16 0.03
H 0.296 0.781 -1.807 0.70 0.13 2.28 0.15
```
Forces are in eV/Å.

=====

One molecule with the formula C4H9NO at a distorted geometry, computed with ωB97M-V with the def2-TZVPD basis set.

Values from the calculation:
LUMO: 1.04 eV
strongest force on any atom: 0.0318 Eh/bohr
total charge: 0
total energy: -287.75925 Ha
molar mass: 87.1 g mol⁻¹
SMILES: C/N=C(\C)OC
HOMO level: -9.5 eV

XYZ file:
```
15
Properties=species:S:1:pos:R:3:forces:R:3:lowdin_charge:R:1
C -0.157 2.208 0.063 -0.11 0.10 0.05 -0.13
N 0.395 0.907 -0.259 -0.20 -0.42 -0.12 0.04
C -0.273 -0.159 -0.192 0.40 0.05 -0.10 -0.44
C -1.594 -0.596 0.378 0.08 -0.11 -0.01 0.01
O 0.293 -1.361 -0.546 0.14 0.15 -0.22 -0.14
C 1.678 -1.548 -0.373 0.38 0.04 -0.08 -0.08
H -1.153 2.379 -0.366 0.10 -0.09 0.08 0.08
H -0.217 2.380 1.147 0.01 -0.12 -0.13 0.08
H 0.516 2.972 -0.343 -0.19 -0.15 0.09 0.07
H -2.077 0.094 1.080 0.31 -0.28 -0.12 0.08
H -2.310 -0.915 -0.384 0.12 0.26 -0.09 0.09
H -1.170 -1.536 0.774 -1.35 0.41 0.84 0.10
H 2.181 -1.494 -1.339 0.17 0.05 0.08 0.09
H 1.811 -2.547 0.060 0.03 0.21 -0.15 0.09
H 2.075 -0.785 0.301 0.10 -0.08 -0.14 0.08
```
Forces are in eV/Å.

=====

Question: Among the records above, which one has the highest total energy?
Answer: number 3

=====

Question: The lowest total energy belongs to which entry?
Answer: number 10

=====

Question: What is the formula in the second record?
Answer: C4H9NO